A cluster of 2 separate species, C5H13N2O3 in total at a distorted geometry. Source: OMol25; level of theory: wB97M-V/def2-TZVPD.

Last column: natural (NBO) charge in e.
Atoms and positions in Å:
C -0.10 1.25 -0.05  0.574
C -1.46 -0.58 -2.15  -0.678
C 3.88 0.37 1.39  -0.112
C -0.87 -0.93 0.80  -0.437
C -1.93 0.50 -1.14  -0.248
N 2.82 -0.38 1.55  -0.161
N -1.24 0.38 0.21  -0.014
O 0.07 2.26 0.54  -0.417
O 2.43 -1.40 0.60  -0.652
O -2.09 1.11 1.07  -0.501
H -1.64 -0.35 -3.27  0.284
H -0.30 -0.70 -2.33  0.230
H -1.77 -1.53 -1.99  0.234
H 0.16 0.75 -0.89  0.172
H 4.83 0.36 0.74  0.216
H 3.71 1.21 2.11  0.220
H -1.76 -1.54 0.86  0.249
H -0.09 -1.45 0.35  0.259
H -0.50 -0.67 1.83  0.267
H -3.04 0.27 -0.91  0.282
H -1.77 1.53 -1.44  0.243
H 2.23 -2.36 0.93  0.497
H -1.56 1.91 1.18  0.493

As for the HOMO energy: -12.910 eV. The value obtained for the relative energy (zero: lowest compared OMol25 entry of this formula, charge and spin) is 8.354 eV. As for the charge: +1. As for the orbital gap: 8.72 eV. As for the total energy: -533.04802 Eh.